1.
54
Properties=species:S:1:pos:R:3:nbo_charge:R:1 method="wB97M-V/def2-TZVPD" homo_lumo_gap_ev="9.622 / 7.357" total_charge=+2 homo_ev="-16.1 / -16.3" multiplicity=6 energy_ha=-3412.7134
Fe -0.086 0.062 0.284 1.632
P -2.274 -0.183 -0.264 0.882
C -2.255 0.193 -2.096 -0.774
C -0.980 0.889 -2.477 0.273
N 0.099 0.690 -1.667 -0.651
C 1.323 0.990 -2.123 0.240
C 1.527 1.663 -3.324 -0.224
C 0.429 1.946 -4.130 -0.067
C -0.824 1.524 -3.698 -0.220
C 2.475 0.563 -1.259 -0.776
P 2.271 -1.046 -0.434 0.931
H -1.696 1.627 -4.348 0.260
H 2.541 1.951 -3.603 0.258
H 0.559 2.507 -5.061 0.266
H 3.410 0.412 -1.824 0.282
H 2.654 1.266 -0.426 0.277
H -2.276 -0.756 -2.606 0.320
H -3.175 0.724 -2.452 0.284
H -0.969 -2.437 -2.475 0.487
O -1.384 -2.281 -3.381 -0.957
H -2.256 -2.725 -3.360 0.485
H 0.677 -2.000 -0.418 0.393
O -0.210 -2.567 -0.658 -1.054
H -0.133 -3.537 -0.734 0.522
C 2.831 -2.319 -1.557 -0.951
H 3.758 -1.979 -1.995 0.271
H 3.040 -3.245 -1.017 0.286
H 2.079 -2.522 -2.328 0.282
C 3.175 -1.100 1.086 -0.967
H 2.883 -1.966 1.698 0.294
H 4.229 -1.178 0.796 0.268
H 3.005 -0.176 1.651 0.265
C -3.155 1.212 0.478 -0.935
H -4.155 1.276 0.041 0.273
H -3.112 1.069 1.556 0.280
H -2.582 2.107 0.248 0.256
C -3.231 -1.680 0.012 -0.953
H -3.358 -1.794 1.091 0.281
H -4.200 -1.685 -0.512 0.279
H -2.635 -2.548 -0.292 0.274
C 1.392 1.945 3.442 -0.637
C 0.120 1.126 3.235 0.103
O -0.089 0.794 1.941 -0.831
C 0.210 -0.193 4.082 0.962
F 0.399 0.040 5.419 -0.295
F -0.882 -0.990 3.946 -0.309
F 1.279 -0.937 3.660 -0.336
C -1.097 1.993 3.742 0.967
F -0.910 2.458 5.016 -0.295
F -1.253 3.076 2.928 -0.318
F -2.281 1.314 3.718 -0.317
H 2.258 1.402 3.036 0.217
H 1.535 2.124 4.513 0.274
H 1.298 2.901 2.904 0.247

=====

2.
46
Properties=species:S:1:pos:R:3:nbo_charge:R:1 method="wB97M-V/def2-TZVPD" homo_lumo_gap_ev=7.457 total_charge=0 homo_ev=-7.3 energy_ha=-1287.0387
C -1.077 3.972 -2.888 -0.232
C -1.188 3.935 -1.492 -0.190
C -0.752 2.816 -0.742 -0.068
C -0.183 1.740 -1.422 -0.547
C -0.219 1.738 -2.807 -0.087
C -0.580 2.861 -3.554 -0.231
C -0.783 2.858 0.764 -0.445
C -2.161 2.810 1.487 -0.184
N -3.084 1.732 1.208 -0.484
Hg 1.274 0.192 -0.520 1.119
C 0.176 0.498 -3.570 -0.742
P -0.037 -0.874 -2.373 0.802
H -1.540 4.806 -0.936 0.199
H -0.447 2.778 -4.634 0.203
H -1.385 4.843 -3.467 0.212
H 1.233 0.541 -3.887 0.241
H -0.476 0.360 -4.449 0.231
H -0.124 2.069 1.179 0.216
H -0.345 3.829 1.059 0.208
H -1.935 2.714 2.570 0.201
C 0.403 -2.461 -3.133 -0.964
C -1.858 -0.845 -2.163 -0.951
H -2.715 3.748 1.290 0.185
C -3.861 1.720 -0.004 -0.398
C -2.921 0.474 1.896 -0.401
H 2.248 -3.672 0.733 -0.010
H -4.919 2.001 0.195 0.175
H -3.411 2.423 -0.721 0.207
H -3.828 0.701 -0.432 0.176
H -3.631 0.380 2.748 0.175
H -3.119 -0.355 1.192 0.178
H -1.886 0.364 2.267 0.209
H -2.361 -1.103 -3.114 0.233
H -2.155 -1.554 -1.379 0.244
H -2.197 0.156 -1.865 0.276
H -0.007 -2.536 -4.157 0.229
H 1.502 -2.564 -3.163 0.251
H -0.014 -3.267 -2.502 0.251
H 1.889 -3.110 1.056 0.008
C 3.631 0.690 3.266 -0.286
O 3.274 0.473 1.856 -0.537
C 2.025 0.203 1.540 0.410
O 1.119 -0.004 2.346 -0.681
H 4.266 1.576 3.279 0.194
H 4.202 -0.183 3.608 0.192
H 2.734 0.831 3.875 0.214

=====

3.
59
Properties=species:S:1:pos:R:3:nbo_charge:R:1 method="wB97M-V/def2-TZVPD" homo_lumo_gap_ev=7.536 total_charge=-1 homo_ev=-5.6 energy_ha=-2815.8390
Pt 1.485 -1.509 -0.527 0.710
O 5.498 -0.112 -0.801 -0.977
S 4.168 -0.653 -0.752 2.557
O 3.264 0.300 -1.690 -1.016
O 3.988 -1.998 -1.263 -0.981
O 3.485 -0.512 0.562 -1.013
C 3.981 2.598 1.276 -0.634
C 3.611 2.539 -0.190 -0.065
O 2.276 2.046 -0.333 -0.852
P 1.707 0.668 -0.971 2.099
O 1.077 1.019 -2.413 -0.830
C 0.663 2.341 -2.739 -0.057
C 1.749 3.062 -3.513 -0.628
O 0.213 1.106 -0.172 -0.879
C 0.255 1.184 1.247 -0.074
C -0.070 2.592 1.708 -0.624
H 4.974 3.041 1.382 0.205
H 4.004 1.592 1.694 0.246
H 3.269 3.209 1.834 0.190
H 4.322 1.942 -0.752 0.227
H 3.597 3.546 -0.620 0.160
H 0.400 2.887 -1.830 0.187
H -0.238 2.236 -3.349 0.170
H 2.603 3.279 -2.873 0.214
H 1.366 4.002 -3.919 0.195
H 2.093 2.438 -4.338 0.217
H 1.239 0.880 1.617 0.202
H -0.468 0.472 1.650 0.174
H 0.661 3.295 1.308 0.218
H -0.060 2.653 2.799 0.202
H -1.063 2.892 1.363 0.182
C -4.706 -1.969 1.842 -0.623
C -3.297 -2.481 1.698 -0.040
C -3.021 -3.596 0.911 -0.215
C -1.725 -4.063 0.769 -0.212
C -0.680 -3.416 1.415 -0.241
C -0.938 -2.317 2.213 -0.225
C -2.242 -1.855 2.352 -0.227
S 0.999 -3.970 1.128 2.393
O 1.838 -3.018 1.839 -0.997
O 1.043 -5.342 1.572 -0.979
O 1.156 -3.827 -0.345 -1.017
H -5.317 -2.257 0.985 0.205
H -4.723 -0.880 1.926 0.205
H -5.188 -2.372 2.737 0.215
H -3.830 -4.089 0.383 0.200
H -1.511 -4.916 0.138 0.232
H -0.108 -1.821 2.698 0.247
H -2.439 -0.983 2.968 0.199
N -4.547 0.192 -1.636 -0.798
C -3.224 -0.014 -1.365 0.649
N -2.528 0.994 -0.836 -0.811
N -2.737 -1.194 -1.666 -0.634
C -1.448 -1.352 -1.460 0.554
N -0.322 -1.530 -1.309 -0.457
H -5.040 0.872 -1.082 0.385
H -5.055 -0.650 -1.849 0.408
H -2.944 1.906 -0.770 0.392
H -1.518 0.915 -0.649 0.468